# C29H28Cl5F5N3O3SSn

A molecular structure, C29H28Cl5F5N3O3SSn (ωB97M-V with the def2-TZVPD basis set, OMol25).

The largest force on an atom is 2.79 eV Å⁻¹. The value obtained for the relative energy (zero: lowest compared OMol25 entry of this formula, charge and spin) is 0.0 kJ/mol. Its HOMO-LUMO gap is 7.097 eV. The calculation puts the electronic energy at -134005.97665 eV. As for the highest occupied orbital energy: -0.1787 hartree. Its net charge is -1.

Each line ends with the Löwdin charge.
Positions of all 75 atoms, in Å:
1 Sn -0.500 0.423 -2.249  1.00
2 C -0.057 4.164 2.634  -0.04
3 N 0.361 2.775 2.346  -0.15
4 C 0.592 2.441 0.961  -0.08
5 C 0.738 2.031 3.415  -0.43
6 O 0.773 2.507 4.539  0.06
7 C 0.817 0.509 3.095  -0.07
8 O 1.017 -0.263 4.295  -0.10
9 C -0.117 -0.684 4.963  -0.14
10 C -0.671 -1.990 4.343  -0.40
11 O -0.214 -2.531 3.327  0.05
12 N -1.681 -2.626 5.000  -0.16
13 C -2.060 -3.917 4.476  -0.04
14 C -2.451 -1.937 5.984  -0.08
15 H -0.468 4.503 1.725  0.06
16 H 0.813 4.832 2.895  0.11
17 H -0.893 4.251 3.368  0.10
18 H 1.116 1.520 0.918  0.03
19 H 1.186 3.258 0.457  0.11
20 H -0.346 2.226 0.426  0.07
21 H 1.631 0.283 2.459  0.10
22 H -0.166 0.241 2.656  0.15
23 H -0.993 -0.009 4.887  0.14
24 H 0.170 -0.891 5.956  0.12
25 H -1.177 -4.554 4.472  0.09
26 H -2.453 -3.856 3.437  0.08
27 H -2.766 -4.432 5.131  0.08
28 H -1.805 -1.701 6.825  0.08
29 H -3.242 -2.648 6.404  0.11
30 H -3.051 -1.049 5.720  0.09
31 F -3.461 -3.833 1.615  0.08
32 C -3.024 -3.360 0.427  -0.14
33 C -3.772 -2.351 -0.156  -0.11
34 F -4.960 -1.915 0.397  0.08
35 C -3.329 -1.809 -1.319  -0.29
36 F -3.959 -0.789 -1.856  0.07
37 C -2.229 -2.345 -1.992  -0.56
38 S -1.612 -1.653 -3.524  0.52
39 C -1.507 -3.337 -1.367  -0.26
40 F -0.449 -3.934 -1.896  0.09
41 C -1.929 -3.906 -0.157  -0.14
42 F -1.179 -4.776 0.538  0.11
43 Cl -3.351 1.242 -4.223  0.64
44 C -2.158 2.517 -4.211  -0.68
45 C -0.942 2.381 -3.542  -0.34
46 C -0.100 3.453 -3.604  -0.66
47 Cl 1.411 3.365 -2.683  0.69
48 C -0.425 4.636 -4.299  -0.73
49 Cl 0.628 5.966 -4.165  0.67
50 C -1.622 4.733 -4.960  -0.70
51 Cl -2.157 6.309 -5.507  0.64
52 C -2.471 3.668 -4.946  -0.71
53 Cl -3.926 3.738 -5.900  0.64
54 C 1.742 -1.247 -0.119  -0.11
55 N 2.853 -0.288 -0.053  -0.25
56 C 4.105 -1.005 -0.184  -0.12
57 C 2.691 0.691 -1.148  -0.23
58 C 2.642 0.205 -2.626  -0.27
59 C 3.819 -0.165 -3.289  -0.08
60 C 3.809 -0.527 -4.632  -0.10
61 C 2.566 -0.624 -5.272  -0.10
62 C 1.375 -0.270 -4.646  -0.15
63 C 1.415 0.105 -3.309  -0.35
64 H 1.982 -2.086 0.561  0.10
65 H 1.694 -1.643 -1.123  0.08
66 H 0.853 -0.775 0.208  0.03
67 H 4.240 -1.683 0.660  0.08
68 H 4.896 -0.250 -0.251  0.09
69 H 4.042 -1.650 -1.085  0.09
70 H 3.497 1.376 -1.026  0.10
71 H 1.772 1.241 -0.886  0.01
72 H 4.826 -0.069 -2.723  0.13
73 H 4.693 -0.884 -5.163  0.09
74 H 2.489 -0.963 -6.297  0.09
75 H 0.419 -0.365 -5.134  0.07

Force components x, y, z for each atom (eV/Å):
-0.4 0.4 -0.3
0.6 -0.2 0.7
-0.2 1.5 0.9
-0.3 0.8 -0.3
-0.8 -0.5 0.0
0.2 -0.5 -0.2
-1.1 0.1 2.2
0.4 0.8 -0.8
-1.2 -0.5 -2.2
0.7 -1.5 -1.2
0.0 1.2 1.0
-0.1 0.7 -0.3
-0.2 -0.6 -0.6
-1.8 -1.2 1.8
-0.4 0.7 -1.2
-0.9 -0.7 0.0
1.0 -0.4 -0.2
0.8 -0.6 -0.1
-0.6 -0.9 0.4
0.2 0.5 0.0
0.7 -0.4 -0.9
0.6 0.0 -0.2
0.6 0.4 0.5
0.1 0.0 1.4
0.1 0.0 -0.3
0.3 -0.1 0.9
-0.2 0.4 0.0
-0.1 0.4 0.3
1.2 0.8 -0.6
0.6 -0.2 -0.5
0.0 -0.1 -0.2
-1.5 -0.2 1.3
-1.2 0.3 0.6
1.4 -0.5 -0.3
0.6 -0.3 -0.7
-0.6 0.5 -0.2
1.1 0.7 -0.8
-0.1 0.1 0.6
-0.6 -1.4 0.8
0.5 0.3 -0.5
0.9 0.9 -0.1
-0.2 -0.1 -0.5
0.4 0.2 0.2
-0.1 0.4 -0.7
-0.9 -1.4 0.1
0.3 0.6 -0.1
-0.5 0.2 -0.4
1.1 -0.7 1.1
0.4 0.7 -0.2
0.0 1.6 0.1
0.2 -0.6 -0.2
-1.2 -1.3 -0.3
0.1 0.1 0.2
1.8 -0.6 0.8
-0.6 -0.1 -0.4
-0.4 -0.2 -0.4
-0.7 -0.5 -0.1
-0.2 -0.3 0.4
1.8 0.9 0.9
-0.9 -0.7 0.0
-0.1 0.3 -0.5
1.1 -0.3 0.7
-0.3 0.4 0.6
-0.3 0.3 -0.2
-0.5 -0.3 -0.5
-1.1 0.3 0.1
0.1 0.2 0.2
0.2 -0.5 0.0
0.6 0.2 0.1
0.8 0.8 -0.1
0.4 -0.2 -0.6
-1.7 -0.2 -1.1
-0.1 0.3 0.3
0.3 0.0 -0.1
0.0 0.0 -0.3